Density functional theory data (ωB97M-V with the def2-TZVPD basis set) for a structure of composition C15H11FeN3O3 in a non-equilibrium geometry.

## Properties
- Charge: 0
- LUMO energy (alpha / beta): -0.0131 / -0.1370 hartree
- Frontier orbital gap (alpha / beta): 0.2402 / 0.1644 Ha
- <S²>: 6.1281
- Spin multiplicity: 5

Cartesian coordinates (Å):
O: -1.21871 -3.35706 0.68684
C: -0.13249 -3.66596 0.35666
Fe: 1.58188 -3.92424 0.08730
C: 2.00847 -3.92840 1.80616
O: 2.10499 -3.79301 2.96109
C: 1.75915 -5.59763 -0.33396
O: 1.81536 -6.75288 -0.23483
C: 1.41364 0.52212 0.19424
C: 0.58175 -0.37519 -0.75061
C: 1.18532 -1.72468 -1.15020
C: 2.42160 -2.18056 -0.55791
C: 2.76619 -1.49595 0.71477
C: 2.40175 -0.12760 0.93300
H: 1.30162 1.64101 0.19371
H: -0.30538 -0.64632 -0.12449
H: 0.21421 0.15147 -1.67339
H: 0.80384 -2.21214 -2.07187
H: 3.27108 -2.60294 -1.16514
H: 3.47742 -2.01052 1.36753
H: 2.84104 0.45228 1.74084
C: -2.13993 4.31696 -1.44082
C: -1.09047 3.49977 -0.99915
C: -1.41854 2.61729 0.03896
C: -2.72355 2.53969 0.61997
C: -3.74005 3.36382 0.15207
C: -3.43750 4.25966 -0.87266
N: -2.70347 1.55533 1.57464
N: -1.42789 1.06302 1.57108
N: -0.64538 1.66382 0.68803
H: -1.96157 5.04008 -2.24652
H: -0.06471 3.54300 -1.38270
H: -4.72589 3.23716 0.58496
H: -4.21379 4.92860 -1.26764

=====

Density functional theory data (ωB97M-V with the def2-TZVPD basis set) for a structure of composition C15H12BrN2O7STi.

## Properties
- Charge: -1
- LUMO energy: 0.0886 hartree
- Frontier orbital gap: 0.2591 Ha
- ΔE to the lowest compared entry with this formula, charge and spin: 0.0 kcal per mole
- Spin multiplicity: 1

Cartesian coordinates (Å):
Ti: 0.78675 -0.39420 0.31182
O: 2.58979 -0.44350 2.67524
C: 1.79794 0.38386 1.86598
O: 0.48071 0.35338 2.05395
C: 2.43645 1.74499 1.76228
O: 1.83790 2.46997 0.69749
C: 2.65286 2.55090 -0.45262
C: 3.04121 1.21346 -1.10006
O: 4.03590 1.20789 -1.80754
O: 2.27190 0.20707 -0.87917
H: 2.42027 -1.36213 2.42366
H: 2.24865 2.29346 2.69295
H: 3.51451 1.64645 1.62078
H: 2.08958 3.11824 -1.19666
H: 3.58000 3.08951 -0.23703
S: -0.28414 -1.02620 -2.18011
C: -0.89462 0.53063 -1.84494
C: -1.68348 1.30494 -2.72396
C: -2.09426 2.55501 -2.33770
C: -1.73382 3.05297 -1.07871
C: -0.97004 2.25551 -0.26333
N: -0.56614 1.03279 -0.62946
H: -1.93690 0.88867 -3.68871
H: -2.69612 3.15960 -3.00675
H: -2.03948 4.03659 -0.75045
H: -0.65060 2.57458 0.71920
Br: -2.95522 0.14497 1.38778
C: -2.35855 -1.56865 0.83524
C: -3.31543 -2.51941 0.54563
C: -2.88495 -3.79884 0.23558
C: -1.53416 -4.07132 0.27666
C: -0.65673 -3.04300 0.56333
N: -1.05151 -1.78482 0.79583
C: 0.82827 -3.28834 0.65127
O: 1.25370 -4.42492 0.65356
O: 1.53256 -2.20796 0.76016
H: -4.36380 -2.26399 0.56650
H: -3.60806 -4.56550 -0.01083
H: -1.12093 -5.05266 0.09314

=====

Density functional theory data (ωB97M-V with the def2-TZVPD basis set) for a structure of composition C15H12Cl5O5PdSe.

## Properties
- Charge: +1
- LUMO energy (alpha / beta): -0.1225 / -0.2532 hartree
- Frontier orbital gap (alpha / beta): 0.3286 / 0.2151 Ha
- <S²>: 6.0579
- ΔE to the lowest compared entry with this formula, charge and spin: 0.0 kcal per mole
- Spin multiplicity: 5

Cartesian coordinates (Å):
Pd: -0.35222 -0.02936 -0.30091
C: -3.45457 -1.97674 1.19778
C: -2.41943 -0.98135 1.57783
C: -1.03588 -1.38351 1.65098
C: -0.02904 -0.48762 2.00955
C: 1.34854 -0.94140 2.39654
C: -0.39677 0.86771 2.05946
C: -1.77530 1.28556 2.03727
C: -2.09769 2.72709 2.19406
C: -2.75763 0.33681 1.83999
H: -3.72973 -1.79837 0.15275
H: -4.35526 -1.84594 1.79795
H: -3.09947 -3.00126 1.29089
H: -0.80090 -2.43687 1.55480
H: 2.11990 -0.35773 1.89937
H: 1.49555 -1.99659 2.17201
H: 1.46889 -0.80391 3.47246
H: 0.36642 1.61439 2.24502
H: -2.06214 3.18672 1.20047
H: -1.37084 3.24090 2.82138
H: -3.09909 2.86711 2.59537
H: -3.79672 0.63825 1.81699
Cl: 4.63181 -1.12637 -5.06394
C: 3.84294 -0.67285 -3.64807
C: 2.76996 -1.48193 -3.16204
Cl: 2.32475 -2.89828 -3.99811
C: 2.12480 -1.11135 -2.02687
Cl: 0.86358 -2.08564 -1.36984
C: 2.47364 0.09556 -1.30421
O: 1.85054 0.47680 -0.29410
C: 3.60444 0.86016 -1.80157
Cl: 4.04209 2.23846 -0.92386
C: 4.25521 0.48652 -2.95190
Cl: 5.55667 1.41396 -3.54773
O: -2.71816 1.78573 -3.11806
Se: -1.79800 1.07956 -2.03870
O: -2.38933 -0.26085 -1.22077
O: -0.30187 0.48608 -2.50114
O: -1.29968 1.99057 -0.71113

=====

Density functional theory data (ωB97M-V with the def2-TZVPD basis set) for a structure of composition C15H12CoN6O2S5Sb.

## Properties
- Charge: -2
- LUMO energy: 0.1597 hartree
- Frontier orbital gap: 0.2169 Ha
- ΔE to the lowest compared entry with this formula, charge and spin: 0.0 kcal per mole
- Spin multiplicity: 1

Cartesian coordinates (Å):
Co: -0.11304 -0.88542 0.40677
N: -2.30199 1.71250 1.22537
C: -1.04721 2.00892 1.52044
N: -0.79915 3.20280 2.09019
C: 0.47171 3.44659 2.34801
N: 0.76822 4.63467 2.96560
N: 1.50289 2.63754 2.09015
C: 1.14858 1.48770 1.52482
N: -0.08173 1.10931 1.21842
C: 2.22793 0.52035 1.23256
C: 3.55744 0.88936 1.33504
C: 4.52731 -0.05814 1.05685
C: 4.12753 -1.33185 0.70191
C: 2.77290 -1.62024 0.61728
N: 1.83966 -0.70961 0.87713
H: -3.01180 2.37148 1.48501
H: -2.51664 0.82799 0.73671
H: 0.05232 5.33695 2.89639
H: 1.72123 4.93844 2.86790
H: 3.79565 1.90068 1.62680
H: 5.57826 0.19500 1.12666
H: 4.84519 -2.11306 0.49392
H: 2.39898 -2.60365 0.36052
O: 0.12060 1.42616 -2.92346
C: -0.26137 0.46641 -2.24890
O: 0.36424 0.04271 -1.21728
C: -1.48885 -0.28939 -2.71417
C: -1.73257 -0.27507 -4.08712
C: -2.80208 -0.95154 -4.64519
C: -3.65971 -1.65956 -3.80989
C: -3.43895 -1.67404 -2.44666
C: -2.36220 -0.98543 -1.86756
S: -2.27581 -1.04490 -0.11325
H: -1.05023 0.29753 -4.70193
H: -2.96506 -0.93244 -5.71676
H: -4.49438 -2.21481 -4.22412
H: -4.09082 -2.23728 -1.79037
S: 1.65464 -4.57452 2.92546
Sb: -0.29253 -3.74353 2.04821
S: -0.62270 -1.45519 2.61951
S: 0.08376 -3.05633 -0.20971
S: -2.15023 -5.03710 2.31875